Entry 1:
# C2H7NO2

A 2-piece molecular cluster, C2H7NO2 overall in a non-equilibrium geometry (ωB97M-V/def2-TZVPD, OMol25).

Calculated values
- HOMO: -9.11 eV
- Relative energy (zero: lowest compared OMol25 entry of this formula, charge and spin): 771.7 kJ/mol

Atoms and positions in Å:
C  -1.157419  -0.369010  0.336805
C  -0.073567  0.531059  0.988211
N  0.646891  0.917712  -0.215315
O  -0.378209  1.569834  1.729114
H  -1.805411  -0.899726  1.070799
H  -1.874748  0.346107  -0.149874
H  -0.599375  -1.084411  -0.313131
H  0.763158  0.318818  -1.015314
H  0.551678  -0.264709  1.631128
H  1.578300  -1.409702  -2.412687
H  1.384412  1.594262  -0.040039
O  0.964290  -1.250235  -1.609697

Cartesian forces (eV/Å) of the 2 atoms listed first:
-2.92 -0.91 0.32
1.84 2.01 -0.49

---

Entry 2:
# ClHNO2P

One molecule with the formula ClHNO2P in a non-equilibrium geometry (ωB97M-V/def2-TZVPD, OMol25).

Calculated values
- HOMO: -10.64 eV
- SMILES string: O=[N+]([O-])PCl
- Relative energy (zero: lowest compared OMol25 entry of this formula, charge and spin): 61.0 kJ/mol

Atoms and positions in Å:
O  0.180779  1.125053  1.465823
N  -0.188763  0.774317  0.346101
O  -1.071334  1.326548  -0.333707
P  0.866791  -0.552004  -0.460540
Cl  -0.517644  -1.309880  -1.641268
H  0.730171  -1.364034  0.623591

Cartesian forces (eV/Å) of the 2 atoms listed first:
-0.42 -0.52 -1.23
-0.85 1.47 -0.31

---

Entry 3:
# CBrN3O2

A 2-piece molecular cluster, CBrN3O2 overall in a non-equilibrium geometry (ωB97M-V/def2-TZVPD, OMol25).

Calculated values
- HOMO (alpha / beta): -11.43 / -11.44 eV
- Relative energy (zero: lowest compared OMol25 entry of this formula, charge and spin): 247.6 kJ/mol

Atoms and positions in Å:
C  -0.213497  -1.254579  0.025729
N  -0.707016  -2.311105  -0.007007
N  0.451000  -0.114103  0.032450
N  0.041670  1.149400  0.028702
O  -1.173808  1.185071  -0.005353
O  0.821767  2.032645  -0.012980
Br  3.197110  -0.139691  -0.011091

Cartesian forces (eV/Å) of the 2 atoms listed first:
-0.03 0.08 -0.11
0.40 0.85 0.08

---

Entry 4:
# C3H3CoO3

C3H3CoO3 as an isolated structure in a non-equilibrium geometry (ωB97M-V/def2-TZVPD, OMol25).

Calculated values
- Spin multiplicity: 6
- ⟨S²⟩: 8.78
- HOMO (alpha / beta): -14.42 / -14.95 eV
- Total charge: +1
- Relative energy (zero: lowest compared OMol25 entry of this formula, charge and spin): 479.6 kJ/mol

Atoms and positions in Å:
H  0.837344  -2.684012  -1.263883
O  -1.437990  -0.201141  -1.464505
C  -1.534412  0.844404  -0.728105
C  -0.530045  1.263863  0.153514
O  0.678947  0.481980  -0.074462
C  0.814780  0.660633  1.277300
O  1.776630  -0.152312  1.643337
Co  0.216896  -1.166641  -1.144147
H  -2.385924  1.520346  -0.888472
H  1.563774  -0.567119  2.489422

Cartesian forces (eV/Å) of the 2 atoms listed first:
-0.53 1.07 0.27
-0.11 1.49 1.49

---

Number 1: energy -7765.52785 eV. Number 2: energy -27409.78191 eV. Number 3: energy -79636.25137 eV. Number 4: energy -46912.72935 eV.